A 2-piece molecular cluster, C9H11O3 overall at a distorted geometry, computed with wB97M-V/def2-TZVPD.

Geometry as XYZ:
```
23
Properties=species:S:1:pos:R:3
C 4.3305 -1.0024 -2.4702
C 2.7948 -0.7779 -2.5321
O 2.4243 0.4389 -2.5147
O 2.1027 -1.7915 -2.6183
H 4.6086 -1.5160 -3.3928
H 4.5272 -1.6011 -1.5730
H 4.8879 -0.0847 -2.3316
C -3.4949 -0.3962 2.5261
C -0.2461 1.0733 0.0572
C -1.5681 1.4956 -0.2048
C 0.0412 0.1628 1.0415
C -2.5953 0.9824 0.6622
C -1.0317 -0.4260 1.8477
C -2.3261 0.0811 1.6923
O 0.7725 1.6487 -0.6978
H 1.3246 1.0078 -1.2088
H -1.8169 2.2463 -0.9380
H 1.0563 -0.1649 1.2400
H -3.5734 1.4502 0.6808
H -0.7733 -1.2273 2.5323
H -4.4483 -0.1381 2.0575
H -3.4609 0.0294 3.5202
H -3.5358 -1.4905 2.6242
```

The spin multiplicity is 2. The value obtained for the relative energy (zero: lowest compared OMol25 entry of this formula, charge and spin) is 9.9 kcal/mol. Its total charge is -2. As for the expectation value of S²: 0.76.

List of natural (NBO) charges in e, atom by atom: atom 1 (C): -0.741, atom 2 (C): 0.772, atom 3 (O): -0.816, atom 4 (O): -0.758, atom 5 (H): 0.189, atom 6 (H): 0.195, atom 7 (H): 0.189, atom 8 (C): -0.617, atom 9 (C): 0.318, atom 10 (C): -0.458, atom 11 (C): -0.396, atom 12 (C): -0.337, atom 13 (C): -0.414, atom 14 (C): -0.072, atom 15 (O): -0.775, atom 16 (H): 0.524, atom 17 (H): 0.177, atom 18 (H): 0.179, atom 19 (H): 0.150, atom 20 (H): 0.159, atom 21 (H): 0.183, atom 22 (H): 0.172, atom 23 (H): 0.176



A 2-piece molecular cluster, C8H16N2O2 overall at a distorted geometry, computed with wB97M-V/def2-TZVPD.

Geometry as XYZ:
```
28
Properties=species:S:1:pos:R:3
C 3.0641 1.6303 -0.2792
C 3.2130 0.1290 -0.5278
C 1.9866 -0.6364 -0.0155
C 1.8383 -0.6273 1.4964
N 0.7416 -0.0898 -0.6195
C -0.3940 -0.9584 -0.3045
H 2.9664 1.8358 0.7920
H 2.1347 1.9882 -0.7624
H 3.9186 2.2043 -0.6518
H 4.1166 -0.2708 -0.0344
H 3.2875 -0.0513 -1.6183
H 2.1394 -1.6795 -0.3375
H 2.8120 -0.6242 1.9987
H 1.2743 -1.4912 1.8569
H 1.3081 0.2834 1.8050
H 0.8891 -0.0671 -1.6311
H -0.7137 -0.7534 0.7278
H -1.2176 -0.7018 -0.9689
H -0.1151 -2.0062 -0.3687
C -2.2634 1.9574 -0.0438
C -3.1370 1.1211 0.0709
C -4.4599 0.5205 0.1166
O -5.4745 1.1790 0.2763
N -4.5029 -0.8322 -0.0937
O -3.3277 -1.4664 -0.5236
H -1.5174 2.7257 -0.0657
H -5.3605 -1.2236 -0.4827
H -3.2066 -2.0949 0.1885
```

The spin multiplicity is 1. As for the structure (SMILES): CC[C@@H](C)NC.C#CC(=O)NO. The value obtained for the relative energy (zero: lowest compared OMol25 entry of this formula, charge and spin) is 40.6 kcal/mol. Its total charge is 0.

List of natural (NBO) charges in e, atom by atom: atom 1 (C): -0.617, atom 2 (C): -0.395, atom 3 (C): -0.046, atom 4 (C): -0.634, atom 5 (N): -0.631, atom 6 (C): -0.424, atom 7 (H): 0.202, atom 8 (H): 0.218, atom 9 (H): 0.207, atom 10 (H): 0.205, atom 11 (H): 0.194, atom 12 (H): 0.160, atom 13 (H): 0.212, atom 14 (H): 0.212, atom 15 (H): 0.215, atom 16 (H): 0.349, atom 17 (H): 0.189, atom 18 (H): 0.225, atom 19 (H): 0.158, atom 20 (C): -0.125, atom 21 (C): -0.143, atom 22 (C): 0.580, atom 23 (O): -0.552, atom 24 (N): -0.338, atom 25 (O): -0.534, atom 26 (H): 0.246, atom 27 (H): 0.389, atom 28 (H): 0.477



C36H49N2OP2S2Zn as an isolated structure, computed with wB97M-V/def2-TZVPD.

Geometry as XYZ:
```
93
Properties=species:S:1:pos:R:3
Zn 0.2993 0.8415 0.7028
C 0.7050 5.8345 1.0940
C 0.7360 4.4370 1.7088
C -0.5480 4.1636 2.4955
P 0.9647 3.0620 0.5157
C 2.7245 2.9224 -0.0220
C 2.7974 1.7566 -1.0109
C 3.4403 4.1326 -0.6107
C -0.0542 3.3033 -0.9616
C 0.1606 4.3665 -1.8477
C -0.5695 4.4973 -3.0101
C -1.5318 3.5352 -3.3089
C -1.7647 2.4802 -2.4530
C -1.0478 2.3371 -1.2527
N -1.2558 1.2380 -0.4158
C -2.5320 0.8292 -0.0949
C -3.6411 1.6912 -0.2327
C -4.9228 1.2950 0.0757
C -5.1747 0.0134 0.5560
C -4.1039 -0.8309 0.7471
C -2.7875 -0.4534 0.4512
P -1.5386 -1.7199 0.7167
C -2.1343 -3.0887 1.7922
C -3.0043 -4.1705 1.1517
C -2.6537 -2.6021 3.1461
C -1.0476 -2.4985 -0.8611
C -2.2648 -2.7160 -1.7588
C 0.0386 -1.7333 -1.6087
H 0.6203 6.5763 1.8893
H -0.1629 5.9464 0.4428
H 1.5988 6.0670 0.5166
H 1.5955 4.3523 2.3836
H -1.4106 4.1323 1.8246
H -0.7182 4.9635 3.2170
H -0.5032 3.2176 3.0358
H 3.2450 2.6182 0.8962
H 2.3392 2.0496 -1.9577
H 2.6587 0.0506 0.0204
H 3.8412 1.4953 -1.1944
H 2.9801 4.4557 -1.5446
H 4.4771 3.8671 -0.8291
H 3.4551 4.9741 0.0801
H 0.9091 5.1112 -1.6110
H -0.3917 5.3278 -3.6790
H -2.0996 3.6070 -4.2280
H -2.5083 1.7350 -2.7044
H -3.4754 2.6983 -0.5890
H -5.7366 1.9976 -0.0520
H -6.1788 -0.3119 0.7882
H -4.2965 -1.8205 1.1340
H -1.1607 -3.5614 1.9680
H -3.9542 -3.8062 0.7613
H -3.2332 -4.9162 1.9153
H -2.4577 -4.6723 0.3547
H -3.6723 -2.2223 3.0910
H -2.0219 -1.8189 3.5635
H -2.6509 -3.4418 3.8426
H -0.6186 -3.4455 -0.4981
H -2.6498 -1.7559 -2.1086
H -3.0806 -3.2492 -1.2770
H -1.9590 -3.2942 -2.6325
H -0.2982 -0.7380 -1.9050
H 0.2958 -2.2872 -2.5143
H 0.9428 -1.6247 -1.0145
S 0.1072 -1.1002 1.7946
C 0.2104 -5.6347 0.4355
N 0.4476 -6.7330 -0.3295
C 0.9177 -7.9419 0.0623
C 1.2185 -8.1534 1.3732
C 1.0220 -7.0870 2.2595
C 0.5384 -5.8855 1.7942
H 0.2403 -6.6412 -1.3133
H 1.0322 -8.6932 -0.7067
H 1.5943 -9.1106 1.7017
H 1.2546 -7.2186 3.3095
H 0.4046 -5.0777 2.5053
C 3.5264 -2.7211 0.2631
S 3.9705 -1.2778 1.2422
O 2.0851 0.5902 -0.5664
C 5.1327 -0.4236 0.2145
C 5.6832 0.7417 0.7518
C 6.5143 1.5359 -0.0164
C 6.8152 1.1759 -1.3262
C 6.2873 0.0078 -1.8491
C 5.4448 -0.7946 -1.0867
H 3.0458 -2.4437 -0.6745
H 2.8088 -3.2769 0.8645
H 4.4015 -3.3409 0.0778
H 5.4633 1.0161 1.7776
H 6.9414 2.4337 0.4120
H 7.4658 1.7966 -1.9272
H 6.5279 -0.2892 -2.8616
H 5.0371 -1.6976 -1.5187
```

The spin multiplicity is 1. The value obtained for the relative energy (zero: lowest compared OMol25 entry of this formula, charge and spin) is 0.0 kcal/mol. Its total charge is +1.

List of Löwdin charges in e, atom by atom: atom 1 (Zn): 0.374, atom 2 (C): -0.103, atom 3 (C): -0.527, atom 4 (C): -0.117, atom 5 (P): 1.067, atom 6 (C): -0.450, atom 7 (C): -0.227, atom 8 (C): -0.076, atom 9 (C): -0.280, atom 10 (C): -0.098, atom 11 (C): -0.076, atom 12 (C): -0.060, atom 13 (C): -0.031, atom 14 (C): -0.302, atom 15 (N): -0.079, atom 16 (C): -0.287, atom 17 (C): -0.028, atom 18 (C): -0.063, atom 19 (C): -0.079, atom 20 (C): -0.098, atom 21 (C): -0.263, atom 22 (P): 0.726, atom 23 (C): -0.534, atom 24 (C): -0.097, atom 25 (C): -0.104, atom 26 (C): -0.509, atom 27 (C): -0.085, atom 28 (C): -0.112, atom 29 (H): 0.087, atom 30 (H): 0.080, atom 31 (H): 0.060, atom 32 (H): 0.117, atom 33 (H): 0.081, atom 34 (H): 0.085, atom 35 (H): 0.070, atom 36 (H): 0.113, atom 37 (H): 0.135, atom 38 (H): -0.008, atom 39 (H): 0.108, atom 40 (H): 0.075, atom 41 (H): 0.080, atom 42 (H): 0.073, atom 43 (H): 0.090, atom 44 (H): 0.107, atom 45 (H): 0.112, atom 46 (H): 0.121, atom 47 (H): 0.112, atom 48 (H): 0.112, atom 49 (H): 0.107, atom 50 (H): 0.077, atom 51 (H): 0.061, atom 52 (H): 0.069, atom 53 (H): 0.090, atom 54 (H): 0.053, atom 55 (H): 0.073, atom 56 (H): 0.053, atom 57 (H): 0.088, atom 58 (H): 0.060, atom 59 (H): 0.084, atom 60 (H): 0.060, atom 61 (H): 0.088, atom 62 (H): 0.070, atom 63 (H): 0.091, atom 64 (H): 0.023, atom 65 (S): 0.401, atom 66 (C): -0.050, atom 67 (N): -0.001, atom 68 (C): -0.081, atom 69 (C): -0.063, atom 70 (C): -0.063, atom 71 (C): -0.123, atom 72 (H): 0.132, atom 73 (H): 0.127, atom 74 (H): 0.111, atom 75 (H): 0.111, atom 76 (H): 0.077, atom 77 (C): -0.370, atom 78 (S): 0.913, atom 79 (O): -0.187, atom 80 (C): -0.546, atom 81 (C): -0.131, atom 82 (C): -0.087, atom 83 (C): -0.084, atom 84 (C): -0.073, atom 85 (C): -0.094, atom 86 (H): 0.032, atom 87 (H): 0.029, atom 88 (H): 0.051, atom 89 (H): 0.108, atom 90 (H): 0.111, atom 91 (H): 0.107, atom 92 (H): 0.111, atom 93 (H): 0.098